[1]
Below is a cluster of 2 separate species, C4H9NO in total, with properties calculated with ωB97M-V/def2-TZVPD.

Structure (XYZ):
```
15
C4H9NO, DFT ωB97M-V/def2-TZVPD
C 0.765 0.822 1.454
C 1.615 0.173 0.398
C 1.437 0.332 -0.915
N -1.912 0.344 -0.906
C -2.029 -0.896 -0.666
O -0.999 -1.678 -0.340
H 0.537 0.123 2.267
H 1.298 1.670 1.901
H -0.175 1.188 1.029
H -0.185 -1.132 -0.358
H 2.435 -0.455 0.747
H 2.095 -0.142 -1.639
H 0.619 0.939 -1.301
H -2.816 0.746 -1.139
H -2.954 -1.479 -0.690
```

Properties
**SMILES**: [H]/N=C/O.C=CC
**Frontier orbital gap**: 10.9 eV
**Spin multiplicity**: 1

=====

[2]
Below is a cluster of 2 separate species, C4H9NO in total at a distorted geometry, with properties calculated with ωB97M-V/def2-TZVPD.

Structure (XYZ):
```
15
C4H9NO, DFT ωB97M-V/def2-TZVPD
C 1.884 1.130 0.727
C 0.705 1.723 0.032
N 0.653 2.317 -1.078
H 1.545 2.328 -1.584
H -0.866 0.348 -0.386
H 1.668 0.088 0.975
H 2.776 1.192 0.108
H 2.058 1.639 1.674
C -1.711 -1.471 -0.402
C -1.741 -2.715 0.049
O -0.975 -0.496 0.196
H -0.301 1.591 0.562
H -2.234 -1.190 -1.310
H -2.333 -3.466 -0.441
H -1.129 -3.018 0.881
```

Properties
**SMILES**: [H]/N=C\C.C=CO
**Frontier orbital gap**: 10.0 eV
**Spin multiplicity**: 1

=====

[3]
Below is the molecule C4H9NO at a distorted geometry, with properties calculated with ωB97M-V/def2-TZVPD.

Structure (XYZ):
```
15
C4H9NO, DFT ωB97M-V/def2-TZVPD
C -2.087 0.510 0.111
C -1.174 -0.487 -0.610
N 0.213 -0.107 -0.840
C 1.107 -0.108 0.250
O 1.485 -1.225 0.926
C 2.554 -0.132 0.165
H -3.114 0.124 0.135
H -2.113 1.476 -0.408
H -1.773 0.684 1.145
H -1.149 -1.436 -0.066
H -1.590 -0.705 -1.600
H 0.311 0.784 -1.316
H 3.037 0.807 0.498
H 3.218 -0.887 -0.199
H 1.019 0.672 1.031
```

Properties
**SMILES**: CCN[C@@H]1CO1
**Frontier orbital gap**: 9.7 eV
**Spin multiplicity**: 1

=====

[4]
Below is the ion C4H9NO with charge +1, with properties calculated with ωB97M-V/def2-TZVPD.

Structure (XYZ):
```
15
C4H9NO, DFT ωB97M-V/def2-TZVPD
C -0.617 -0.531 -1.642
C -0.234 0.258 -0.322
C 0.953 -0.296 0.452
C 1.493 0.654 1.526
O 2.473 0.387 2.141
N -1.410 0.322 0.458
H -1.285 -1.367 -1.400
H 0.315 -0.966 -1.993
H -1.115 0.131 -2.341
H -0.011 1.295 -0.623
H 1.718 -0.612 -0.252
H 0.650 -1.196 1.001
H 0.894 1.570 1.721
H -2.266 0.632 -0.002
H -1.560 -0.279 1.277
```

Properties
**Net charge**: +1
**Expectation value of S²**: 0.755
**Frontier orbital gap (alpha / beta)**: 10.6 / 5.4 eV
**Spin multiplicity**: 2

=====

[5]
Below is the molecule C4H9NO2, with properties calculated with ωB97M-V/def2-TZVPD.

Structure (XYZ):
```
16
C4H9NO2, DFT ωB97M-V/def2-TZVPD
C 1.296 -1.132 0.700
C 0.063 -0.239 0.556
C 0.478 1.231 0.441
O -0.547 2.165 0.607
N -0.687 -0.744 -0.607
C -1.510 -0.129 -1.480
O -1.759 1.063 -1.563
H 1.012 -2.185 0.802
H 1.872 -0.861 1.587
H 1.958 -1.048 -0.170
H -0.572 -0.343 1.447
H 1.178 1.416 1.264
H 1.020 1.339 -0.514
H -1.128 2.096 -0.174
H -0.686 -1.746 -0.720
H -1.955 -0.869 -2.174
```

Properties
**SMILES**: C[C@@H](CO)NC=O
**Frontier orbital gap**: 10.7 eV
**Spin multiplicity**: 1

=====

[6]
Below is the molecule C4H9NO2 at a distorted geometry, with properties calculated with ωB97M-V/def2-TZVPD.

Structure (XYZ):
```
16
C4H9NO2, DFT ωB97M-V/def2-TZVPD
C 0.459 0.680 0.090
C 0.219 -0.672 -0.450
C 1.417 -1.249 -1.316
C -1.682 0.819 1.382
N 1.040 -1.791 -0.020
O -0.295 0.559 1.431
O -0.062 1.680 -0.732
H 0.316 2.512 -0.412
H 0.530 -2.670 -0.093
H 1.508 0.861 0.333
H -0.779 -0.853 -0.827
H 1.132 -1.807 -2.199
H 2.379 -0.754 -1.356
H -1.875 1.859 1.092
H -2.206 0.150 0.691
H -2.100 0.675 2.384
```

Properties
**SMILES**: CO[C@H](O)[C@H]1CN1
**Frontier orbital gap**: 9.8 eV
**Spin multiplicity**: 1

=====

[7]
Below is the molecule C4H9NO2, with properties calculated with ωB97M-V/def2-TZVPD.

Structure (XYZ):
```
16
C4H9NO2, DFT ωB97M-V/def2-TZVPD
C -1.167 1.437 -0.249
C -0.262 0.323 0.262
C -0.946 -1.050 0.145
O -0.462 -2.005 1.047
N 1.006 0.398 -0.475
C 2.107 -0.322 -0.181
O 2.168 -1.223 0.643
H -0.671 2.413 -0.194
H -2.077 1.490 0.354
H -1.461 1.254 -1.290
H -0.044 0.477 1.327
H -2.009 -0.918 0.378
H -0.879 -1.383 -0.906
H 0.511 -1.964 1.014
H 1.103 1.120 -1.174
H 2.991 -0.020 -0.771
```

Properties
**SMILES**: C[C@@H](CO)NC=O
**Frontier orbital gap**: 10.6 eV
**Spin multiplicity**: 1

=====

[8]
Below is a cluster of 2 separate species, C4H9NO2 in total at a distorted geometry, with properties calculated with ωB97M-V/def2-TZVPD.

Structure (XYZ):
```
16
C4H9NO2, DFT ωB97M-V/def2-TZVPD
C -1.803 0.138 1.259
C -1.742 -0.523 -0.032
N -0.718 -0.730 -0.778
C 0.546 -0.423 -0.270
O 0.868 -0.386 0.905
O 1.429 -0.277 -1.264
C 2.774 -0.089 -0.828
H -0.963 0.747 1.592
H -1.518 1.762 -0.310
H -2.775 0.504 1.620
H -1.569 -1.002 1.462
H -2.695 -0.977 -0.311
H -1.174 1.382 -0.849
H 3.370 -0.031 -1.738
H 2.869 0.833 -0.248
H 3.101 -0.928 -0.209
```

Properties
**SMILES**: C/C=N\C(=O)OC.[H][H]
**Frontier orbital gap**: 10.6 eV
**Spin multiplicity**: 1

=====

[9]
Below is a cluster of 2 separate species, C4H9NO2 in total at a distorted geometry, with properties calculated with ωB97M-V/def2-TZVPD.

Structure (XYZ):
```
16
C4H9NO2, DFT ωB97M-V/def2-TZVPD
C -1.387 -0.328 -0.925
C -0.616 1.110 1.053
C -0.500 -0.191 0.294
N -0.212 -1.264 1.031
H -0.366 -2.127 0.497
H -0.457 1.947 0.369
H -1.247 0.537 -1.577
H -2.438 -0.378 -0.629
H -1.149 -1.243 -1.473
H 0.135 1.144 1.845
H -1.610 1.218 1.492
C 1.688 -0.396 -0.562
O 2.113 0.884 -0.464
O 2.209 -1.262 0.197
H 2.470 0.963 0.442
H 1.367 -0.613 -1.590
```

Properties
**SMILES**: CC(C)=N.O=CO
**Frontier orbital gap**: 9.7 eV
**Spin multiplicity**: 1

=====

[10]
Below is the molecule C4H9NO2 at a distorted geometry, with properties calculated with ωB97M-V/def2-TZVPD.

Structure (XYZ):
```
16
C4H9NO2, DFT ωB97M-V/def2-TZVPD
C 0.396 -1.412 -0.609
C -1.850 0.635 0.150
N 0.962 1.026 -0.012
C 0.570 -0.292 0.366
C -0.478 0.673 0.723
O 0.967 1.184 -1.408
O 1.612 -0.747 1.461
H 1.864 0.924 -1.691
H 1.999 0.043 1.870
H -0.422 1.202 1.667
H -0.196 -2.201 -0.142
H 1.373 -1.800 -0.911
H -0.130 -1.130 -1.526
H -1.911 0.119 -0.810
H -2.519 0.127 0.854
H -2.238 1.650 0.017
```

Properties
**SMILES**: C[C@@H]1N(O)[C@@]1(C)O
**Frontier orbital gap**: 10.2 eV
**Spin multiplicity**: 1

=====

[11]
Below is a structure of composition C4H9NO2 at a distorted geometry, with properties calculated with ωB97M-V/def2-TZVPD.

Structure (XYZ):
```
16
C4H9NO2, DFT ωB97M-V/def2-TZVPD
C -0.136 0.099 0.802
C 0.200 0.626 -0.505
C 1.248 -1.653 -1.373
N -1.671 1.330 0.822
C 1.356 -0.577 -0.318
O -2.587 1.900 1.711
O 2.375 -0.402 0.315
H -2.152 2.038 2.566
H -2.272 0.762 0.218
H 0.392 0.501 1.658
H -0.684 -0.837 0.906
H 0.694 1.587 -0.547
H -0.467 0.383 -1.326
H 1.820 -2.530 -1.070
H 0.215 -1.949 -1.552
H 1.668 -1.279 -2.307
```

Properties
**Frontier orbital gap (alpha / beta)**: 7.8 / 7.8 eV
**Spin multiplicity**: 1

=====

[12]
Below is the molecule C4H9NO2 at a distorted geometry, with properties calculated with ωB97M-V/def2-TZVPD.

Structure (XYZ):
```
16
C4H9NO2, DFT ωB97M-V/def2-TZVPD
O 2.525 0.302 0.405
C 1.864 1.011 1.125
N 0.549 1.283 0.960
C -0.213 0.793 -0.150
C -0.782 -0.608 0.037
C -1.210 -1.193 -1.283
O 0.141 -1.448 0.720
H 2.255 1.509 2.030
H 0.196 2.037 1.526
H 0.384 0.904 -1.056
H -1.041 1.480 -0.377
H -1.600 -0.558 0.749
H -0.403 -1.181 -2.007
H -1.996 -0.583 -1.718
H -1.600 -2.198 -1.133
H 0.931 -1.550 0.171
```

Properties
**SMILES**: C[C@@H](O)CNC=O
**Frontier orbital gap**: 10.6 eV
**Spin multiplicity**: 1

=====

Computed molar mass (g mol⁻¹) in order:
87.12 87.12 87.12 87.12 103.12 103.12 103.12 103.12 103.12 103.12 103.12 103.12
Computed energy relative to the best compared isomer or geometry (same formula, charge and spin) (kcal per mole) in order:
37.5 58.5 93.4 30.4 19.3 76.7 18.0 84.6 65.8 101.7 153.0 21.0
Computed electronic energy (hartree) in order:
-287.7727 -287.7392 -287.6835 -287.4523 -363.0548 -362.9633 -363.0569 -362.9506 -362.9807 -362.9234 -362.8417 -363.0521